# C28H33Br46F4NO2

A structure of composition C28H33Br46F4NO2 (ωB97M-V/def2-TZVPD, the Open Molecules 2025 dataset).

```
114
Properties=species:S:1:pos:R:3:forces:R:3
C -5.0426 -4.0059 -1.6524 1.047 0.780 1.138
C -3.7848 -3.8386 -0.6393 -0.856 -0.480 0.733
C -3.1744 -2.3726 -0.6087 -0.508 0.234 0.053
C -2.3260 -1.9189 -1.8905 -3.153 -0.458 1.215
C -1.4235 -3.1394 -2.3642 1.194 -0.303 -0.206
F -2.2267 -3.9359 -3.2815 1.206 0.720 1.986
C -0.0647 -2.8684 -3.1358 1.010 -1.042 -1.082
C -0.1011 -3.2937 -4.7069 0.723 0.691 0.044
N -3.2935 -1.7629 -3.0421 1.214 1.572 -0.780
C -2.6142 -0.8997 -4.0175 0.371 0.421 -0.933
O -2.7122 -0.8655 -5.2638 -0.126 -0.141 4.496
C -1.6244 0.0377 -3.1323 -0.563 -0.350 -2.154
C -1.7646 -0.4579 -1.5798 1.491 1.740 -3.422
C -0.2846 -0.2313 -1.0229 1.070 0.611 0.482
C -0.1729 0.2619 0.4839 -1.472 -1.568 2.658
O -0.6170 -0.3125 1.4870 1.667 1.855 -4.024
Br 0.7426 2.0191 0.7779 -0.460 -1.140 -0.415
C -2.7391 0.6923 -1.0505 -1.413 1.104 0.788
F -3.1837 0.5552 0.2695 0.914 0.214 -2.510
F -3.9234 0.8314 -1.8458 2.425 -0.476 1.673
F -2.1177 1.9752 -1.1172 -1.027 -3.039 0.162
H -5.7789 -3.1685 -1.3532 0.949 -1.222 -0.734
H -4.6922 -3.9050 -2.7420 -0.687 0.258 2.458
H -5.5471 -5.0105 -1.4433 0.786 1.423 -0.546
H -4.2327 -4.0307 0.4071 0.812 0.364 -1.467
H -3.0104 -4.6796 -0.7760 -1.085 1.397 -0.027
H -4.0733 -1.6492 -0.5431 1.326 -1.030 -0.064
H -2.5583 -2.1472 0.3410 -0.770 -0.630 -1.430
H -1.1712 -3.7820 -1.4430 -0.664 0.852 -1.511
H 0.7395 -3.5530 -2.6724 -1.191 1.169 -0.535
H 0.3560 -1.8197 -3.1114 -0.844 -1.173 0.256
H 0.0081 -4.4165 -4.8527 -0.489 1.498 0.279
H 0.8263 -2.8191 -5.2021 -1.353 -0.709 0.791
H -1.0043 -2.8688 -5.2503 1.099 -0.768 0.776
H -4.2431 -1.4653 -2.7864 0.595 -0.228 -0.249
H -0.5903 0.0238 -3.6030 -1.161 -0.187 0.922
H -2.0164 1.0687 -3.3999 0.497 -1.036 0.834
H 0.3974 -1.1535 -1.1004 -1.341 1.146 0.239
H 0.2190 0.5586 -1.6913 -0.793 -1.103 1.330
C -2.1073 3.0752 -6.1701 -0.166 -0.113 -0.094
Br -2.6977 3.6396 -4.4100 0.155 -0.039 -0.292
Br -2.2141 4.5172 -7.4613 0.104 -0.268 0.309
Br -0.3361 2.2859 -6.1179 -0.264 0.196 0.013
H -2.7930 2.2972 -6.5021 0.214 0.147 0.113
C -3.5362 6.1124 -0.5125 -0.057 0.098 0.075
Br -4.2641 4.4890 -1.2774 0.119 0.263 0.156
Br -2.8755 5.8333 1.2893 -0.089 -0.015 -0.364
Br -2.1887 6.9022 -1.6617 -0.230 -0.202 0.134
H -4.3555 6.8251 -0.4446 0.225 -0.169 -0.022
C -5.9363 -5.9807 2.9461 -0.054 -0.074 0.107
Br -5.4056 -7.8454 2.9681 -0.068 0.388 -0.042
Br -4.4524 -4.8060 3.3706 -0.272 -0.218 -0.068
Br -6.7887 -5.4933 1.2736 0.158 -0.089 0.289
H -6.6790 -5.8512 3.7307 0.192 -0.004 -0.206
C 0.6326 7.0281 -9.5099 0.090 0.029 -0.002
Br -1.2502 7.4608 -9.3392 0.314 -0.060 -0.056
Br 1.3854 6.4138 -7.8318 -0.171 0.080 -0.315
Br 0.9537 5.7681 -10.9481 -0.098 0.205 0.305
H 1.1485 7.9494 -9.7723 -0.150 -0.233 0.066
C -1.4829 -0.7092 4.7983 0.002 0.133 -0.206
Br -2.8981 0.3047 5.6513 0.282 -0.258 -0.134
Br -0.3024 -1.5336 6.0989 -0.344 0.104 -0.124
Br -2.1834 -2.0048 3.5399 0.009 0.096 0.427
H -0.8841 -0.0024 4.2261 -0.142 -0.204 0.079
C 3.6795 3.7907 -1.3765 -0.035 0.057 0.031
Br 2.2792 4.8127 -0.5085 0.390 0.000 -0.233
Br 4.8466 2.9344 -0.0878 -0.218 0.070 -0.177
Br 2.9587 2.5203 -2.6537 0.087 0.177 0.206
H 4.2880 4.4962 -1.9388 -0.158 -0.195 0.127
C 3.1208 -2.8462 6.0231 -0.020 0.017 0.032
Br 2.4104 -4.4873 5.2740 0.143 0.245 0.148
Br 3.7657 -3.1012 7.8340 -0.099 -0.013 -0.349
Br 4.4731 -2.0580 4.8793 -0.173 -0.151 0.205
H 2.2964 -2.1376 6.0752 0.251 -0.183 -0.065
C 6.4595 3.8556 3.4670 -0.141 0.049 0.124
Br 6.7976 4.3105 5.3209 -0.018 -0.096 -0.392
Br 7.2077 5.1715 2.2533 -0.055 -0.288 0.182
Br 7.0593 2.0596 3.0445 -0.122 0.471 -0.046
H 5.3801 3.8715 3.3270 0.265 -0.009 -0.006
C 8.6611 8.7435 1.7368 -0.046 -0.031 0.054
Br 7.9920 10.3497 2.5913 0.159 -0.264 -0.171
Br 8.6882 8.9128 -0.1949 0.001 -0.013 0.351
Br 10.3906 8.2199 2.4392 -0.329 0.120 -0.155
H 7.9644 7.9425 1.9765 0.168 0.223 -0.029
C 3.5714 11.5107 1.9285 -0.113 0.088 0.016
Br 3.9287 11.9504 3.7828 -0.010 -0.112 -0.362
Br 4.3267 12.8221 0.7169 -0.089 -0.300 0.256
Br 4.1489 9.7118 1.4919 -0.068 0.255 0.046
H 2.4915 11.5393 1.7965 0.270 -0.028 0.033
C 1.1050 7.5289 2.6054 0.144 0.040 -0.002
Br 0.0452 8.6770 3.7534 0.171 -0.229 -0.247
Br 1.0779 5.6842 3.2047 -0.069 0.303 -0.130
Br 0.5801 7.6884 0.7460 0.028 0.002 0.414
H 2.1356 7.8720 2.6761 -0.255 -0.068 -0.011
C 8.3274 -2.9505 4.0608 -0.047 -0.123 0.023
Br 8.4462 -3.8330 2.3383 0.004 0.197 0.317
Br 9.8773 -3.3156 5.1668 -0.282 0.108 -0.248
Br 8.0087 -1.0465 3.8741 0.110 -0.407 0.103
H 7.4634 -3.3687 4.5744 0.192 0.129 -0.123
C -2.4967 -11.2179 2.3591 0.044 -0.037 -0.089
Br -4.1316 -11.2976 3.4002 0.294 0.052 -0.163
Br -2.4647 -9.6765 1.1834 0.005 -0.289 0.255
Br -0.9212 -11.2975 3.4865 -0.309 0.050 -0.183
H -2.4797 -12.1021 1.7252 -0.011 0.223 0.174
C -6.6700 -6.5306 -4.7862 0.063 0.029 -0.083
Br -6.1167 -8.3897 -4.7991 -0.085 0.317 -0.021
Br -5.2131 -5.3482 -4.2948 -0.597 -1.089 -1.194
Br -7.4873 -6.0102 -6.4666 0.145 -0.114 0.268
H -7.4334 -6.4313 -4.0171 0.196 -0.030 -0.200
C 1.9687 -7.4928 8.0639 0.067 0.091 -0.038
Br 0.5720 -6.4560 8.9199 0.256 -0.219 -0.163
Br 3.1178 -8.3632 9.3609 -0.249 0.139 -0.230
Br 1.2453 -8.7533 6.7802 0.100 0.229 0.247
H 2.5892 -6.7924 7.5076 -0.162 -0.152 0.133
```
Forces are in eV/Å.

Output
Multiplicity: 1

=====

# C28H33CaN5O2S

A structure of composition C28H33CaN5O2S (ωB97M-V/def2-TZVPD, the Open Molecules 2025 dataset).

```
70
Properties=species:S:1:pos:R:3:forces:R:3
Ca 0.4894 0.5360 0.2987 0.417 1.000 -3.819
C 4.2540 -1.8781 2.0097 -0.041 -0.104 -0.030
C 4.1328 -1.7936 0.5189 -0.116 0.027 -0.028
C 5.2535 -1.9696 -0.2780 0.011 0.009 -0.021
C 5.1992 -1.8184 -1.6515 -0.012 -0.012 -0.088
C 3.9963 -1.4859 -2.2467 0.113 -0.071 -0.024
C 2.8499 -1.3158 -1.4873 0.082 0.040 0.170
C 1.5693 -0.9196 -2.1714 0.160 0.005 0.332
C 2.9003 -1.4777 -0.0910 0.545 -0.332 -0.335
N 1.7739 -1.1758 0.6662 0.522 -0.290 0.444
C 1.3557 -1.9672 1.6563 0.192 -0.754 0.037
O 1.6186 -3.1563 1.8302 -0.204 -0.032 0.207
C 0.4347 -1.2554 2.6244 -0.129 -0.469 0.720
C 0.0196 -1.7944 3.8363 0.076 -0.042 -0.309
C -0.7512 -0.9982 4.6731 -0.020 0.067 -0.134
C -1.1276 0.2775 4.2756 0.087 0.176 -0.230
C -0.7150 0.7205 3.0212 -0.347 -0.008 0.683
N 0.0602 -0.0390 2.2651 -0.320 -0.404 1.827
C -1.1081 2.0542 2.4031 -0.246 0.497 0.371
O -1.7032 2.8931 3.0682 -0.091 -0.095 0.264
N -0.6862 2.1492 1.1413 -0.354 0.288 0.428
C -0.9344 3.2379 0.3056 -0.056 0.379 -0.159
C 0.1780 3.8559 -0.2965 -0.147 -0.097 -0.041
C 1.5784 3.5380 0.1610 -0.136 -0.107 0.032
C -0.0146 4.7822 -1.3110 -0.070 0.113 -0.061
C -1.2899 5.1275 -1.7194 0.137 0.092 -0.055
C -2.3820 4.5731 -1.0775 -0.019 -0.014 0.011
C -2.2311 3.6386 -0.0630 -0.033 -0.037 -0.013
C -3.4365 3.0782 0.6277 0.053 0.064 0.036
H 5.2974 -1.9389 2.3109 0.051 0.076 -0.002
H 3.7286 -2.7582 2.3817 0.051 0.045 0.076
H 3.7977 -0.9995 2.4751 0.025 -0.038 0.074
H 6.1949 -2.2139 0.1944 0.073 -0.009 0.061
H 6.0876 -1.9468 -2.2518 0.062 -0.029 -0.044
H 3.9433 -1.3636 -3.3201 -0.017 0.022 -0.096
H 1.6084 -1.1963 -3.2233 -0.146 0.140 -0.037
H 1.4202 0.1745 -2.1191 -0.069 -0.083 -0.227
H 0.7273 -1.4223 -1.6967 -0.182 -0.034 -0.048
H 0.2946 -2.8075 4.0904 0.087 0.009 0.016
H -1.0680 -1.3815 5.6325 -0.038 -0.006 0.056
H -1.7340 0.9179 4.9000 -0.006 0.048 -0.061
H 1.5657 3.1829 1.1944 0.126 0.021 -0.076
H 2.1901 4.4405 0.1158 0.102 -0.180 -0.046
H 2.0577 2.7819 -0.4843 0.113 0.111 0.117
H 0.8433 5.2527 -1.7736 0.076 0.009 -0.023
H -1.4296 5.8406 -2.5191 -0.017 0.062 -0.029
H -3.3785 4.8746 -1.3703 -0.107 -0.014 -0.006
H -4.3364 3.2433 0.0360 -0.031 -0.016 -0.037
H -3.5527 3.5760 1.5921 -0.072 -0.121 0.026
H -3.3229 2.0137 0.8370 -0.044 -0.020 0.044
C -3.0789 -0.4685 -3.5426 0.215 0.020 0.130
C -2.1659 -0.1923 -2.3498 0.062 -0.095 -0.460
N -2.8775 -0.3139 -1.0963 0.247 0.069 0.070
C -2.4710 -1.0185 -0.0200 -0.625 -0.039 0.198
S -3.1632 -0.7634 1.4535 -0.018 -0.068 0.377
N -1.4896 -1.9912 -0.2293 0.450 0.116 0.125
C -1.9367 -3.2131 -0.9217 -0.056 -0.272 -0.300
C -0.7847 -4.1900 -1.0991 -0.154 0.233 0.004
H -2.4801 -0.5520 -4.4479 -0.055 0.056 -0.100
H -3.7979 0.3373 -3.6703 -0.089 0.034 -0.052
H -3.6259 -1.3997 -3.3977 0.017 -0.023 -0.005
H -1.7485 0.8253 -2.4390 -0.009 -0.221 0.039
H -1.3427 -0.9112 -2.3402 -0.090 0.181 0.018
H -3.5762 0.3922 -0.8963 0.080 -0.189 0.073
H -1.0918 -2.2790 0.6655 -0.333 0.180 -0.097
H -2.3550 -2.9382 -1.8927 -0.020 0.000 0.066
H -2.7355 -3.6945 -0.3379 0.045 0.199 -0.067
H -0.0711 -3.8229 -1.8311 0.149 0.034 -0.061
H -1.1658 -5.1505 -1.4379 -0.011 -0.059 -0.041
H -0.2610 -4.3428 -0.1587 0.102 -0.037 0.127
```
Forces are in eV/Å.

Output
Multiplicity: 1

=====

# C28H33ClN2O6

A cluster of 3 separate species, C28H33ClN2O6 in total (ωB97M-V/def2-TZVPD, the Open Molecules 2025 dataset).

```
70
Properties=species:S:1:pos:R:3:forces:R:3
C -7.5368 -1.8745 -3.9251 9.389 -2.741 2.823
C -6.3016 -2.4205 -3.4609 -7.441 4.402 -3.260
C -4.7474 -2.8143 -2.9845 -0.548 0.323 -0.564
C -3.7563 -1.5658 -3.4694 1.760 2.160 -1.297
C -3.1032 -1.6061 -4.9904 0.917 3.294 2.052
Cl -3.4419 -3.0536 -6.1411 0.526 2.427 2.001
C -2.1384 -0.3739 -5.5783 -1.515 0.167 3.866
C -1.8120 0.9139 -4.6156 -2.341 -2.620 1.679
C -2.4210 0.9570 -3.0896 -0.895 -2.423 -1.287
C -3.3775 -0.2667 -2.5127 1.126 -0.040 -2.750
C -3.9498 -0.1491 -0.9463 -3.826 -1.033 0.977
O -5.1949 -0.5051 -0.6109 7.892 1.953 -1.951
C -2.8403 0.4684 0.1395 2.256 1.209 1.403
C -2.6315 -0.1062 1.6715 2.400 3.241 -1.471
C -1.4619 0.5788 2.6049 -0.317 2.025 -3.009
C -1.0806 0.0980 4.1507 -1.200 0.041 -0.890
O -0.0071 -0.8989 4.0217 0.304 2.444 1.005
C 1.3273 -0.3216 4.2437 1.988 -0.317 -0.500
C 2.2994 -0.4940 2.8983 0.109 0.104 0.864
O 2.4955 0.8211 2.2324 0.398 -2.372 -0.720
C 3.3321 0.6863 1.0213 0.071 1.637 -1.486
C 3.0434 2.0218 0.0595 -0.262 -0.712 -0.301
C -0.5509 1.8487 2.0200 -2.683 -1.519 -2.648
C -0.7428 2.4549 0.4759 -2.661 -3.668 1.911
C -1.8932 1.7124 -0.4389 0.470 -0.652 2.273
C -2.1332 2.2061 -2.0164 0.486 3.789 -0.884
O -2.0540 3.4935 -2.3636 -0.299 -7.981 1.957
H -8.2976 -1.1031 -4.4271 2.036 -2.415 1.509
H -4.3877 -3.8230 -3.5098 -0.942 2.434 0.987
H -4.6870 -3.0151 -1.8215 -0.208 0.724 -2.494
H -1.7043 -0.4556 -6.6722 -1.040 0.176 2.597
H -1.1521 1.8528 -4.9414 -1.649 -2.485 0.617
H -3.2891 -0.9855 2.0977 1.415 2.124 -1.019
H -0.8039 1.0311 4.8239 -0.283 -1.892 -1.610
H -2.0111 -0.4101 4.6973 2.004 0.933 -1.479
H 1.3412 0.8197 4.5012 -0.329 -2.153 -0.369
H 1.8626 -0.9368 5.1146 -1.337 1.363 -1.796
H 3.3836 -0.8363 3.2500 -2.337 0.350 -0.734
H 1.7690 -1.2900 2.2094 1.216 1.602 1.143
H 3.0573 -0.2536 0.3620 0.560 1.626 1.646
H 4.4938 0.7310 1.2604 -2.424 -0.425 -0.155
H 2.0617 1.8674 -0.5899 1.858 0.256 1.610
H 2.9911 3.0195 0.6976 0.018 -2.429 -1.426
H 3.9395 2.1274 -0.7062 -2.104 -0.344 1.762
H 0.2759 2.3239 2.6999 -1.795 -1.109 -1.477
H -0.0780 3.3619 0.0881 -1.744 -2.306 0.843
C -2.6069 -3.6678 2.8579 0.001 0.458 -0.142
N -2.9292 -3.7326 1.4514 -0.068 -0.567 -0.431
C -2.9873 -4.8329 0.6490 -0.236 0.573 -0.664
C -2.6853 -6.1718 1.2613 0.029 -0.283 -0.070
O -3.2805 -4.7083 -0.5379 0.088 -0.106 0.420
H -3.4577 -3.2237 3.3804 0.119 -0.107 0.289
H -1.7348 -3.0199 2.9761 0.023 -0.091 0.315
H -2.3913 -4.6494 3.2814 -0.073 0.160 -0.166
H -3.1450 -2.8688 0.9675 0.088 -0.204 0.079
H -2.7722 -6.9504 0.4981 -0.016 0.310 0.095
H -1.6640 -6.1831 1.6514 -0.150 -0.057 0.137
H -3.4007 -6.3886 2.0590 0.200 -0.015 0.053
C 8.5691 4.2571 -0.2306 0.089 -0.143 0.428
N 7.2635 3.9176 0.2856 -0.537 -0.027 -0.264
C 6.0615 3.9779 -0.3542 -0.352 -0.198 0.848
C 6.0420 4.4522 -1.7801 -0.179 0.050 -0.212
O 5.0369 3.6485 0.2390 1.249 0.852 -0.275
H 9.2021 3.3691 -0.1619 0.209 0.189 -0.182
H 8.9876 5.0462 0.3990 0.223 0.005 -0.241
H 8.5317 4.5986 -1.2658 -0.089 -0.082 0.211
H 7.1954 3.5891 1.2418 0.017 0.098 -0.242
H 5.0139 4.4456 -2.1533 0.212 -0.039 0.223
H 6.4244 5.4748 -1.8397 0.083 -0.143 -0.136
H 6.6406 3.7842 -2.4052 0.054 0.204 -0.022
```
Forces are in eV/Å.

Output
SMILES: C#CCc1c(Cl)ccc2c1C(=O)c1cc(COCCOCC)ccc1C2=O.CNC(C)=O.CNC(C)=O
Multiplicity: 1

=====

no.,calculated total energy (eV),HOMO-LUMO gap (Eh),LUMO (eV)
1,-3267972.7015,0.3458,-0.52
2,-70394.6919,0.2965,0.07
3,-57332.8526,0.2621,-1.51